(1)
Computed, not measured: 2 unconnected molecules or ions with the total composition C6H14P2 in a non-equilibrium geometry, with ωB97M-V/def2-TZVPD.

Output
Multiplicity: 3
Electronic energy (eV): -25021.5990
E_HOMO (spin up / spin down) (eV): -6.5 / -8.2
Frontier orbital gap (spin up / spin down) (eV): 7.32 / 5.92
Total charge: 0
ΔE to the lowest compared entry with this formula, charge and spin (kJ/mol): 0.0
Molecular weight (g/mol): 148.13

Last column: Löwdin spin population.
Positions of all 22 atoms, in Å:
C: 0.9039 1.7175 -1.5911  0.00
C: 1.3359 0.4709 -1.8658  0.00
C: 2.5497 -0.1843 -1.1856  0.00
C: 0.5604 -0.3098 -2.8527  0.01
C: -3.1356 0.3498 2.5735  0.12
C: -0.1691 -1.2869 2.1940  0.11
P: -2.4030 0.8152 0.9920  0.84
P: -0.5333 0.0073 0.8356  0.84
H: 1.3278 2.4076 -0.8682  0.00
H: 0.1655 2.3230 -2.0825  0.00
H: 2.4606 -0.0641 0.0173  0.00
H: 3.4943 0.3428 -1.3700  0.00
H: 2.6557 -1.1998 -1.4230  0.00
H: 0.8478 -1.3456 -3.0890  0.00
H: 0.6348 0.2210 -3.7775  0.00
H: -0.4784 -0.3189 -2.6521  0.00
H: -2.6286 0.9407 3.3530  0.02
H: -3.1728 -0.7932 2.6942  0.02
H: -4.1881 0.5828 2.6619  0.00
H: -0.7355 -2.1725 2.1238  0.01
H: -0.2748 -0.8286 3.2620  0.02
H: 0.7827 -1.6749 2.0503  0.00

Forces on atoms 1 to 2 (eV/Å):
C 1.2764 0.1614 0.2551
C 0.3860 1.0933 1.0397

=====

(2)
Computed, not measured: a molecular structure, C6H15AlBBeBrClF6N4NaO9V in a non-equilibrium geometry, with ωB97M-V/def2-TZVPD.

Output
Electronic energy (eV): -167490.9828
E_HOMO (eV): -4.5
Frontier orbital gap (eV): 1.83
Total charge: -1
Molecular weight (g/mol): 637.29

Last column: natural (NBO) charge in e.
Positions of all 47 atoms, in Å:
C: 1.5997 1.2556 1.7218  -0.67
C: 0.4309 0.2259 2.2350  0.05
O: -0.6659 -0.0708 1.2666  -0.67
B: -1.4285 -1.2314 1.8491  0.54
Br: -2.6450 -0.4916 3.3172  0.07
O: -0.3925 -2.1916 2.3671  -0.72
C: 0.8310 -1.3466 2.5676  0.20
N: 1.9183 -1.9872 1.6896  -0.60
C: 3.1434 -1.8630 2.3572  0.81
O: 4.2993 -1.2468 2.7328  -0.44
H: 1.4041 2.3213 2.2151  0.24
H: 2.6646 0.8749 2.0856  0.27
H: 1.5970 1.3059 0.5321  0.21
H: -0.0111 0.8050 3.1644  0.21
H: -2.2610 -1.6961 1.1227  -0.01
H: 1.2912 -1.4341 3.6628  0.19
O: 1.7080 1.2594 7.7641  -0.71
V: 1.3550 1.6958 6.0994  1.37
O: 1.0019 2.1322 4.4347  -0.81
Cl: 0.1550 1.9327 9.0205  -0.03
C: 1.0365 -2.4664 -1.4731  -0.48
N: 1.0779 -1.7027 -2.7493  0.55
O: 0.9221 -0.4779 -2.6812  -0.48
O: 1.2656 -2.3542 -3.7833  -0.34
H: 0.8655 -1.7697 -0.6498  0.29
H: 0.2183 -3.1858 -1.5460  0.26
H: 1.9988 -2.9696 -1.3589  0.25
Be: 0.4550 0.5454 -4.3345  0.65
F: -4.6450 -0.6010 1.4619  -0.40
O: -4.8858 0.1665 5.1069  -0.94
H: -5.0507 0.3416 6.0457  0.45
H: -5.4986 -0.5525 4.8918  0.49
C: 1.8449 0.4772 -7.9767  0.77
O: 1.2466 0.8387 -6.9765  -0.69
N: 1.9725 1.2484 -9.0725  -0.84
N: 2.4354 -0.7278 -8.0815  -0.84
H: 2.4644 0.9552 -9.8993  0.39
H: 1.5474 2.1648 -9.0479  0.41
H: 2.3702 -1.3480 -7.2862  0.41
H: 2.9295 -1.0304 -8.9034  0.39
Na: -1.4986 0.9822 5.9345  0.94
F: -5.9739 1.2934 -1.1250  -0.80
Al: -4.4986 2.2628 -0.7679  2.21
F: -4.7385 3.9537 -1.3395  -0.80
F: -3.0843 1.5377 -1.6150  -0.80
F: -4.1978 2.2661 1.0078  -0.80
F: 3.4261 -0.0973 4.0133  -0.74

Forces on atoms 1 to 2 (eV/Å):
C 0.1726 -0.3723 -0.4150
C -0.3625 -0.7899 -1.0733

=====

(3)
Computed, not measured: 2 unconnected molecules or ions with the total composition C6H15BCl3 in a non-equilibrium geometry, with ωB97M-V/def2-TZVPD.

Output
Electronic energy (eV): -44710.7648
E_HOMO (eV): -4.2
Frontier orbital gap (eV): 6.71
Total charge: -1
Molecular weight (g/mol): 204.36

Last column: natural (NBO) charge in e.
Positions of all 25 atoms, in Å:
C: -1.0183 1.1047 1.7582  -0.63
C: -0.8733 0.7400 0.2405  -0.39
C: 0.2607 -0.3161 0.0081  -0.41
C: -0.0763 -1.6930 0.6933  -0.39
C: 1.1884 -2.3395 1.3757  -0.64
B: 2.4426 -2.6027 0.3572  -0.11
Cl: 3.6326 -1.1384 0.2083  -0.39
H: -0.3684 0.4163 2.3284  0.22
H: -0.6244 2.1189 1.9564  0.20
H: -2.0615 1.0185 2.0999  0.20
H: -1.8182 0.4513 -0.2457  0.18
H: -0.5230 1.6617 -0.2669  0.19
H: 0.3807 -0.5290 -1.0647  0.21
H: 1.1608 0.0870 0.4955  0.22
H: -0.5323 -2.3877 -0.0424  0.18
H: -0.8647 -1.5441 1.4706  0.16
H: 0.8544 -3.3438 1.7282  0.19
H: 1.4587 -1.7115 2.2496  0.18
H: 2.0903 -2.9621 -0.7446  -0.08
H: 3.0941 -3.5126 0.8301  -0.08
C: -1.6427 3.3863 -3.1720  -0.40
Cl: -2.2224 1.8601 -2.4981  -0.01
Cl: 0.0334 3.7052 -2.7105  -0.02
H: -1.7041 3.3382 -4.2544  0.21
H: -2.2672 4.1924 -2.8006  0.21

Forces on atoms 1 to 2 (eV/Å):
C 0.3695 -0.3901 -0.5071
C 1.1678 0.4491 0.0009

=====

(4)
Computed, not measured: a gas-phase ion, C6H15BN3 (charge +1) in a non-equilibrium geometry, with ωB97M-V/def2-TZVPD.

Output
SMILES string: CNB[C@@H]1N(C)C=C[N@H+]1C
Electronic energy (eV): -11603.4233
E_HOMO (eV): -12.1
Frontier orbital gap (eV): 9.18
Total charge: +1
ΔE to the lowest compared entry with this formula, charge and spin (kJ/mol): 202.3
Molecular weight (g/mol): 140.02

Last column: natural (NBO) charge in e.
Positions of all 25 atoms, in Å:
B: 0.9408 -0.6473 -1.0183  0.54
C: -2.1384 -0.7422 -0.5091  0.06
C: -2.1699 0.3548 -1.3063  -0.22
C: -0.1782 0.2490 -0.1240  -0.13
C: -0.8015 -2.0088 0.9772  -0.42
C: 2.6091 -0.3675 0.8662  -0.41
C: -1.2822 2.3997 -0.1511  -0.39
N: -1.1829 -0.7567 0.3905  -0.40
N: 2.2036 -0.6394 -0.4669  -0.80
N: -0.9925 1.1505 -0.9705  -0.37
H: 0.7965 -1.0184 -2.1107  -0.03
H: -2.9505 -1.4323 -0.7109  0.26
H: -2.7533 0.9149 -1.9602  0.24
H: 0.3254 0.7664 0.6673  0.22
H: -1.6445 -2.7570 0.6633  0.24
H: 0.1013 -2.4391 0.4306  0.21
H: -0.6399 -1.8740 2.1013  0.23
H: 3.1229 -1.3513 1.2299  0.22
H: 3.3777 0.5091 0.8794  0.22
H: 1.6348 -0.1996 1.3534  0.19
H: -1.8856 2.0952 0.6031  0.22
H: -0.2568 2.7626 0.1780  0.22
H: -1.8069 3.0911 -0.8849  0.23
H: 2.9973 -0.9664 -1.1759  0.42
H: -0.4565 1.6590 -1.7823  0.45

Forces on atoms 1 to 2 (eV/Å):
B 0.1072 2.1108 1.1819
C -3.3335 1.7973 -3.0911